{"formula": "C25H26FN2O2", "method": "the ωB97M-V functional and the def2-TZVPD basis", "total_charge": 1, "smiles": "COc1cccc(C[NH2+]CCc2c[nH]c3ccccc23)c1OCc1ccc(F)cc1", "e_tot_ev": -36134.063, "elements": ["C", "O", "C", "C", "C", "C", "C", "C", "N", "C", "C", "C", "C", "N", "C", "C", "C", "C", "C", "C", "C", "O", "C", "C", "C", "C", "C", "F", "C", "C", "H", "H", "H", "H", "H", "H", "H", "H", "H", "H", "H", "H", "H", "H", "H", "H", "H", "H", "H", "H", "H", "H", "H", "H", "H", "H"], "xyz": [[-0.312727, -3.131002, -3.311738], [-0.163665, -2.035184, -2.430811], [-0.678388, -0.830069, -2.789685], [-1.457040, -0.620598, -3.923988], [-2.005374, 0.619576, -4.197180], [-1.798216, 1.677911, -3.335102], [-1.001945, 1.502679, -2.212343], [-0.745669, 2.628616, -1.246987], [-1.206411, 2.230740, 0.109409], [-2.671078, 2.029719, 0.204722], [-2.983274, 1.172199, 1.431925], [-2.154978, -0.074741, 1.418001], [-2.403682, -1.228870, 0.726667], [-1.419011, -2.136664, 0.968000], [-0.514545, -1.601444, 1.839315], [0.622909, -2.153487, 2.415475], [1.338136, -1.369407, 3.292614], [0.945549, -0.060045, 3.584803], [-0.176367, 0.494676, 3.015543], [-0.933254, -0.282663, 2.134873], [-0.423284, 0.259924, -1.937233], [0.327287, 0.195147, -0.785204], [1.499464, -0.616209, -0.774228], [2.443250, -0.148558, 0.302134], [3.363010, -1.050381, 0.825596], [4.264317, -0.659492, 1.796250], [4.228959, 0.647211, 2.251198], [5.085212, 1.033285, 3.209104], [3.330096, 1.566629, 1.744264], [2.444765, 1.159229, 0.763237], [0.128150, -2.921378, -4.289246], [0.225786, -3.953409, -2.844467], [-1.363671, -3.407602, -3.431712], [-1.651711, -1.436344, -4.599770], [-2.606829, 0.750827, -5.081642], [-2.235852, 2.642184, -3.538377], [-1.273449, 3.531022, -1.559759], [0.325529, 2.841452, -1.198626], [-0.755270, 1.308395, 0.322490], [-0.898385, 2.900152, 0.820053], [-3.171492, 2.998391, 0.248564], [-2.987850, 1.505103, -0.698716], [-4.044206, 0.923437, 1.420138], [-2.782076, 1.732030, 2.346422], [-3.229801, -1.465486, 0.083848], [-1.395485, -3.076406, 0.609748], [0.922326, -3.166824, 2.196463], [2.214906, -1.771858, 3.774213], [1.533571, 0.517846, 4.280541], [-0.479485, 1.500293, 3.272388], [1.996470, -0.549465, -1.750601], [1.229690, -1.661314, -0.597437], [3.377379, -2.067380, 0.465047], [4.985043, -1.349276, 2.204697], [3.337525, 2.580512, 2.111236], [1.755143, 1.876369, 0.345873]], "forces_ev_per_a": [[0.0, -0.2, -0.2], [0.0, 0.4, 0.2], [0.0, 0.0, 0.1], [0.1, -0.1, 0.1], [0.0, 0.1, 0.0], [0.1, 0.0, 0.0], [0.2, -0.2, 0.1], [0.3, 0.0, -0.7], [0.2, -0.2, 0.3], [-0.7, -0.1, 0.3], [0.2, -0.1, -0.2], [-0.3, -0.1, 0.0], [-0.2, 0.4, 0.0], [0.0, -0.4, -0.2], [0.3, 0.4, 0.3], [0.0, -0.1, 0.0], [-0.1, -0.1, 0.0], [0.0, 0.1, 0.1], [-0.1, -0.1, 0.0], [0.1, -0.4, 0.0], [0.0, 0.1, -0.1], [-0.3, 0.0, -0.3], [0.6, -0.4, 0.0], [-0.2, 0.1, -0.1], [0.0, 0.2, -0.1], [0.1, 0.2, 0.1], [-0.2, 0.0, -0.2], [0.0, 0.0, 0.0], [0.2, 0.0, 0.1], [0.1, -0.2, -0.1], [0.0, 0.0, 0.0], [-0.1, 0.0, -0.1], [0.0, 0.0, 0.0], [0.0, -0.1, -0.1], [-0.1, 0.0, -0.1], [-0.1, 0.1, 0.0], [0.0, -0.1, 0.1], [-0.1, 0.0, 0.2], [0.0, 0.4, 0.0], [0.0, -0.1, -0.1], [0.2, 0.0, -0.1], [0.1, 0.1, 0.1], [0.0, 0.1, 0.0], [-0.1, 0.0, 0.1], [-0.2, -0.1, -0.1], [0.0, 0.1, 0.0], [0.1, -0.1, 0.0], [0.1, -0.1, 0.0], [0.1, 0.1, 0.1], [0.0, 0.1, 0.1], [-0.2, 0.0, 0.0], [0.0, 0.2, 0.0], [0.0, -0.2, 0.0], [0.1, -0.1, 0.1], [0.0, 0.1, 0.1], [-0.1, 0.1, 0.0]], "nbo_charge": [-0.256, -0.503, 0.266, -0.260, -0.190, -0.241, -0.029, -0.247, -0.578, -0.219, -0.434, -0.154, 0.001, -0.527, 0.200, -0.257, -0.185, -0.218, -0.216, -0.131, 0.235, -0.542, -0.070, -0.070, -0.170, -0.274, 0.407, -0.313, -0.277, -0.186, 0.191, 0.209, 0.184, 0.234, 0.233, 0.224, 0.232, 0.238, 0.521, 0.431, 0.223, 0.233, 0.251, 0.224, 0.221, 0.422, 0.222, 0.225, 0.225, 0.204, 0.199, 0.206, 0.218, 0.240, 0.233, 0.193]}